{"formula": "C24H28CdCl2N4O4PS", "method": "ωB97M-V/def2-TZVPD", "symbols": ["Cd", "N", "C", "C", "C", "C", "C", "C", "N", "C", "C", "C", "S", "C", "N", "H", "H", "H", "H", "H", "H", "H", "Cl", "C", "Cl", "H", "H", "O", "C", "C", "C", "C", "C", "C", "C", "O", "N", "O", "O", "H", "H", "H", "H", "C", "C", "P", "C", "C", "C", "C", "H", "H", "H", "H", "H", "H", "H", "H", "H", "H", "H", "H", "H", "H", "H"], "xyz": [[0.028, -0.084, -0.025], [-1.247, 0.929, 3.900], [-0.216, 0.158, 4.375], [0.158, -0.223, 5.655], [1.272, -1.028, 5.762], [1.994, -1.435, 4.635], [1.633, -1.062, 3.358], [0.503, -0.253, 3.231], [-0.100, 0.280, 2.118], [-1.142, 0.967, 2.548], [-2.029, 1.713, 1.688], [-3.183, 2.359, 2.062], [-3.873, 3.174, 0.730], [-2.571, 2.598, -0.243], [-1.711, 1.858, 0.369], [-1.934, 1.399, 4.465], [-0.399, 0.095, 6.522], [1.590, -1.361, 6.737], [2.859, -2.062, 4.780], [2.184, -1.393, 2.490], [-3.659, 2.388, 3.022], [-2.499, 2.873, -1.277], [2.816, 0.150, -0.190], [2.911, 1.844, 0.312], [1.268, 2.506, 0.311], [3.516, 2.408, -0.396], [3.313, 1.899, 1.323], [-1.899, -1.191, 0.131], [-2.072, -2.416, 0.129], [-1.101, -3.455, 0.085], [-1.570, -4.779, 0.053], [-0.700, -5.840, 0.006], [0.692, -5.622, 0.020], [1.180, -4.354, 0.054], [0.323, -3.205, 0.067], [0.839, -2.046, 0.053], [-1.206, -7.182, -0.073], [-0.398, -8.086, -0.114], [-2.411, -7.326, -0.103], [-3.120, -2.774, 0.161], [-2.636, -4.965, 0.060], [1.342, -6.484, 0.000], [2.245, -4.177, 0.058], [0.194, -2.221, -3.640], [0.573, -0.752, -3.796], [-0.192, 0.358, -2.536], [0.456, 2.021, -3.063], [0.662, 2.311, -4.548], [-1.984, 0.260, -2.988], [-2.458, 1.071, -4.187], [0.735, -2.811, -4.378], [-0.871, -2.378, -3.810], [0.445, -2.595, -2.648], [0.261, -0.391, -4.779], [1.658, -0.635, -3.712], [1.426, 2.119, -2.564], [-0.210, 2.769, -2.624], [1.428, 1.671, -4.974], [0.993, 3.342, -4.661], [-0.248, 2.193, -5.124], [-2.553, 0.532, -2.096], [-2.175, -0.802, -3.162], [-2.308, 2.137, -4.031], [-3.521, 0.898, -4.338], [-1.951, 0.772, -5.101]], "atomic_forces_ev_per_a": [[-0.17, 0.29, -0.86], [-0.20, 0.12, -0.26], [0.68, -0.46, -0.35], [-0.04, 0.02, 0.06], [-0.11, 0.05, 0.05], [0.07, -0.03, -0.12], [-0.12, 0.05, 0.02], [0.02, -0.05, 0.83], [-0.75, 0.50, 0.43], [0.49, -0.24, 0.37], [-1.08, 0.67, 0.14], [0.35, -0.17, -0.29], [0.53, -0.31, -0.03], [-0.60, 0.37, 0.16], [0.33, -0.21, -0.05], [0.00, 0.01, -0.09], [-0.05, 0.01, 0.14], [0.04, 0.00, 0.09], [0.11, -0.09, -0.02], [0.01, -0.02, -0.09], [-0.08, 0.00, 0.22], [0.00, 0.00, -0.31], [0.69, -0.06, 0.01], [0.09, 0.15, 0.04], [0.27, 0.71, 0.08], [-0.08, -0.16, 0.11], [-0.08, -0.05, -0.20], [-0.59, -0.30, 0.02], [-0.54, -0.08, -0.02], [0.76, -0.03, -0.01], [0.06, -0.29, -0.01], [0.15, 1.03, 0.05], [-0.28, -0.10, -0.01], [-0.05, 0.22, 0.00], [-0.26, -0.63, 0.00], [0.60, -0.43, 0.08], [-0.26, -0.27, -0.02], [0.14, -0.23, 0.01], [-0.25, -0.14, 0.01], [0.14, 0.05, 0.01], [-0.04, -0.07, -0.02], [0.07, 0.01, -0.01], [0.09, 0.07, 0.00], [0.02, 0.06, 0.05], [-0.03, -0.01, 0.34], [0.00, 0.27, -1.08], [-0.10, -0.22, 0.16], [-0.06, -0.02, 0.09], [0.19, 0.12, 0.19], [-0.03, -0.16, 0.07], [-0.02, -0.09, 0.00], [0.00, -0.07, 0.01], [0.02, -0.04, 0.02], [0.12, 0.06, 0.04], [-0.06, 0.06, -0.07], [-0.18, 0.04, 0.12], [0.09, 0.02, 0.12], [0.06, -0.07, -0.07], [0.04, 0.03, -0.03], [-0.06, -0.02, -0.11], [-0.02, -0.08, 0.01], [-0.01, 0.03, 0.14], [0.01, 0.11, -0.07], [-0.08, 0.04, -0.03], [0.04, 0.04, -0.07]], "gap_ha": 0.283, "e_tot_ha": -3278.7861, "de_lowest_kcal_mol": 11.3, "charge": 1, "homo_energy_ev": -10.65}